Record 1
{"formula": "C37H38Cr2N7O4", "method": "ωB97M-V with the def2-TZVPD basis set", "orbital_gap_ev": [6.3, 6.0], "lumo_energy_ev": [-3.40, -3.79], "charge": 1, "s_squared": 20.05, "spin_multiplicity": 9, "de_lowest_kj_mol": 425.71, "e_tot_ha": -4205.62543, "elements": ["Cr", "Cr", "C", "O", "H", "H", "H", "C", "O", "O", "O", "N", "C", "C", "C", "C", "C", "H", "H", "H", "H", "H", "N", "C", "C", "C", "C", "C", "H", "H", "H", "H", "H", "N", "C", "C", "C", "C", "C", "H", "H", "H", "H", "H", "N", "C", "C", "C", "C", "C", "H", "H", "H", "H", "H", "N", "C", "C", "C", "C", "C", "H", "H", "H", "H", "H", "N", "C", "C", "C", "C", "C", "H", "H", "H", "H", "H", "N", "C", "C", "C", "C", "C", "H", "H", "H", "H", "H"], "xyz": [[2.365, 0.532, 2.426], [0.401, -1.897, 0.255], [-0.556, 1.375, 3.733], [0.732, 0.980, 4.120], [-1.044, 0.723, 3.004], [-1.188, 1.616, 4.591], [-0.557, 2.337, 3.205], [0.649, 0.630, -0.083], [1.321, 1.324, 0.754], [-0.420, 0.061, 0.227], [1.370, -0.281, -0.622], [-1.357, -2.884, -0.458], [-1.802, -4.155, -0.356], [-3.011, -4.629, -0.762], [-3.830, -3.792, -1.543], [-3.400, -2.509, -1.788], [-2.141, -2.146, -1.288], [-1.254, -4.846, 0.273], [-3.284, -5.661, -0.602], [-4.807, -4.118, -1.869], [-3.987, -1.829, -2.385], [-1.771, -1.150, -1.486], [4.210, 0.229, 1.308], [4.500, 1.053, 0.256], [5.695, 1.167, -0.403], [6.750, 0.358, 0.012], [6.532, -0.569, 1.046], [5.239, -0.620, 1.577], [3.760, 1.786, -0.035], [5.810, 1.984, -1.099], [7.707, 0.434, -0.486], [7.305, -1.277, 1.303], [5.133, -1.371, 2.350], [3.143, 2.659, 2.842], [2.327, 3.740, 2.944], [2.649, 4.944, 3.571], [3.954, 5.065, 4.012], [4.908, 4.106, 3.778], [4.448, 2.913, 3.202], [1.368, 3.494, 2.508], [1.976, 5.765, 3.767], [4.260, 5.952, 4.550], [5.958, 4.241, 3.991], [5.174, 2.128, 3.041], [-5.177, 3.128, -1.263], [-4.875, 3.800, -0.116], [-3.768, 3.535, 0.646], [-2.827, 2.575, 0.216], [-3.096, 1.921, -0.971], [-4.280, 2.210, -1.622], [-5.565, 4.598, 0.122], [-3.580, 4.059, 1.573], [-1.874, 2.398, 0.695], [-2.447, 1.151, -1.362], [-4.533, 1.664, -2.522], [-4.963, -2.948, 1.673], [-3.827, -2.738, 2.418], [-3.120, -1.536, 2.364], [-3.521, -0.554, 1.451], [-4.692, -0.715, 0.748], [-5.393, -1.911, 0.949], [-3.481, -3.534, 3.062], [-2.157, -1.372, 2.829], [-2.872, 0.302, 1.335], [-5.076, 0.047, 0.085], [-6.292, -2.088, 0.372], [1.662, -3.394, -0.728], [1.784, -4.746, -0.544], [2.551, -5.576, -1.361], [3.226, -5.071, -2.486], [3.082, -3.731, -2.726], [2.358, -2.942, -1.818], [1.151, -5.158, 0.229], [2.658, -6.619, -1.100], [3.805, -5.741, -3.105], [3.484, -3.248, -3.606], [2.240, -1.895, -2.058], [-1.768, -0.015, -3.615], [-2.692, 0.661, -4.363], [-2.460, 1.956, -4.841], [-1.227, 2.605, -4.598], [-0.222, 1.820, -4.019], [-0.561, 0.554, -3.586], [-3.653, 0.170, -4.431], [-3.183, 2.541, -5.392], [-1.017, 3.544, -5.090], [0.723, 2.308, -3.831], [0.239, 0.121, -2.997]]}


Record 2
{"formula": "C37H38CsN7O4", "method": "ωB97M-V with the def2-TZVPD basis set", "orbital_gap_ev": 7.2, "lumo_energy_ev": -0.27, "de_lowest_kj_mol": 101.42, "e_tot_ha": -2137.10437, "elements": ["Cs", "C", "C", "C", "C", "C", "N", "C", "C", "C", "N", "C", "C", "C", "C", "C", "C", "C", "C", "N", "C", "C", "C", "N", "C", "C", "C", "C", "O", "C", "O", "H", "H", "H", "H", "H", "H", "H", "H", "H", "H", "H", "H", "H", "H", "H", "H", "H", "H", "H", "H", "H", "H", "H", "H", "H", "H", "H", "H", "O", "C", "C", "C", "C", "C", "C", "C", "O", "N", "N", "C", "C", "C", "C", "C", "C", "N", "H", "H", "H", "H", "H", "H", "H", "H", "H", "H"], "xyz": [[-0.226, 1.311, 0.985], [7.071, -1.197, -0.354], [5.578, -1.084, -0.215], [4.709, -1.713, -1.057], [3.304, -1.594, -0.903], [2.451, -2.125, -1.884], [1.149, -2.039, -1.840], [0.257, -2.376, -2.935], [-1.000, -3.119, -2.466], [-2.283, -2.519, -3.040], [-2.557, -1.190, -2.507], [-2.710, -0.833, -1.236], [-2.904, -1.602, -0.098], [-3.258, -2.992, -0.052], [-3.332, -3.682, 1.112], [-3.764, -5.120, 1.177], [-2.922, -3.022, 2.317], [-2.558, -1.716, 2.362], [-1.883, -1.203, 3.571], [-0.915, -0.398, 3.476], [-0.132, -0.041, 4.639], [1.179, -0.830, 4.650], [1.962, -0.752, 3.344], [2.473, 0.590, 3.102], [3.225, 0.798, 2.104], [3.679, -0.144, 1.040], [5.022, -0.274, 0.807], [2.740, -0.820, 0.176], [1.490, -0.701, 0.321], [-2.701, -0.876, 1.161], [-2.566, 0.349, 1.216], [7.339, -1.760, -1.248], [7.513, -1.709, 0.504], [7.542, -0.215, -0.426], [5.091, -2.304, -1.885], [2.883, -2.623, -2.750], [0.826, -1.507, -1.009], [0.821, -2.972, -3.655], [-0.015, -1.447, -3.437], [-1.049, -3.105, -1.376], [-0.946, -4.173, -2.747], [-3.132, -3.183, -2.883], [-2.184, -2.400, -4.120], [-2.463, -0.422, -3.162], [-2.647, 0.243, -1.078], [-3.526, -3.504, -0.966], [-4.033, -5.496, 0.190], [-4.631, -5.246, 1.830], [-2.968, -5.756, 1.572], [-2.846, -3.619, 3.223], [-2.190, -1.632, 4.537], [-0.682, -0.199, 5.577], [0.101, 1.025, 4.566], [0.952, -1.882, 4.849], [1.799, -0.475, 5.477], [1.320, -1.055, 2.516], [2.798, -1.462, 3.375], [3.622, 1.812, 2.008], [5.708, 0.282, 1.442], [1.015, 0.705, -3.246], [-0.175, 0.954, -3.821], [-0.501, 0.325, -5.027], [-1.754, 0.491, -5.589], [-2.704, 1.294, -4.955], [-2.370, 1.925, -3.766], [-1.111, 1.769, -3.186], [-0.738, 2.380, -1.864], [0.450, 2.130, -1.438], [-1.698, 3.057, -1.301], [-1.482, 3.577, -0.043], [-0.897, 4.699, 0.038], [-0.711, 5.315, 1.367], [-0.565, 6.697, 1.464], [-0.458, 7.280, 2.715], [-0.497, 6.462, 3.831], [-0.616, 5.092, 3.635], [-0.702, 4.517, 2.443], [0.937, 1.169, -2.361], [0.253, -0.296, -5.497], [-1.992, -0.003, -6.523], [-3.687, 1.430, -5.388], [-3.081, 2.553, -3.246], [-0.540, 5.238, -0.841], [-0.554, 7.297, 0.563], [-0.352, 8.353, 2.817], [-0.427, 6.863, 4.833], [-0.625, 4.421, 4.488]]}


Record 3
{"formula": "C37H38DyN3SSe", "method": "ωB97M-V with the def2-TZVPD basis set", "orbital_gap_ev": [7.4, 7.4], "lumo_energy_ev": [0.35, 0.36], "s_squared": 9.34, "spin_multiplicity": 6, "de_lowest_kj_mol": 0.00, "e_tot_ha": -5281.73170, "elements": ["Dy", "C", "C", "C", "C", "C", "C", "C", "N", "C", "N", "C", "C", "C", "C", "C", "C", "C", "N", "C", "C", "C", "C", "C", "C", "C", "H", "H", "H", "H", "H", "H", "H", "H", "H", "H", "H", "H", "H", "H", "H", "H", "H", "H", "H", "H", "H", "H", "S", "C", "C", "C", "C", "C", "C", "H", "H", "H", "H", "H", "C", "C", "C", "C", "C", "C", "Se", "C", "C", "C", "H", "H", "H", "H", "H", "H", "H", "H", "H", "H", "H"], "xyz": [[-18.030, -4.727, 9.095], [-18.780, -3.177, 3.713], [-19.215, -1.754, 3.705], [-19.085, -0.984, 2.540], [-19.308, 0.410, 2.554], [-19.779, 0.987, 3.719], [-19.958, 0.213, 4.870], [-19.665, -1.128, 4.894], [-19.914, -1.839, 6.095], [-18.959, -2.323, 6.972], [-17.703, -1.831, 6.766], [-16.470, -2.305, 7.266], [-16.434, -3.423, 8.090], [-15.155, -3.799, 8.572], [-13.971, -3.215, 8.137], [-14.089, -2.134, 7.306], [-15.317, -1.638, 6.868], [-15.317, -0.487, 5.940], [-19.245, -3.131, 7.944], [-20.571, -3.604, 8.130], [-21.143, -4.463, 7.158], [-22.397, -5.010, 7.365], [-23.048, -4.684, 8.541], [-22.462, -3.926, 9.509], [-21.203, -3.366, 9.346], [-20.578, -2.461, 10.383], [-18.802, -3.547, 2.713], [-19.373, -3.842, 4.348], [-17.709, -3.168, 3.995], [-18.770, -1.471, 1.615], [-19.158, 1.063, 1.649], [-20.028, 2.036, 3.665], [-20.240, 0.713, 5.847], [-20.860, -2.158, 6.236], [-17.667, -1.126, 6.058], [-15.049, -4.637, 9.261], [-13.055, -3.490, 8.572], [-13.194, -1.614, 7.008], [-14.331, -0.077, 5.742], [-15.972, 0.318, 6.279], [-15.739, -0.765, 4.954], [-20.540, -4.652, 6.283], [-22.862, -5.647, 6.652], [-24.043, -5.074, 8.696], [-22.985, -3.813, 10.471], [-21.100, -2.557, 11.355], [-20.677, -1.451, 10.054], [-19.516, -2.690, 10.558], [-17.075, -4.870, 11.564], [-18.488, -4.370, 12.556], [-18.426, -3.153, 13.253], [-19.507, -2.727, 14.042], [-20.665, -3.486, 14.107], [-20.708, -4.724, 13.471], [-19.640, -5.144, 12.707], [-17.591, -2.479, 13.177], [-19.415, -1.831, 14.657], [-21.539, -3.127, 14.686], [-21.599, -5.362, 13.539], [-19.731, -6.113, 12.193], [-15.076, -11.838, 8.959], [-16.014, -10.684, 8.693], [-15.550, -9.384, 8.691], [-16.438, -8.363, 8.492], [-15.849, -6.997, 8.634], [-17.794, -8.569, 8.194], [-18.989, -7.103, 7.853], [-18.291, -9.879, 8.267], [-19.742, -10.168, 8.113], [-17.379, -10.910, 8.487], [-14.307, -11.544, 9.626], [-14.603, -12.157, 8.054], [-15.635, -12.649, 9.392], [-14.538, -9.144, 8.941], [-14.763, -7.008, 8.688], [-16.186, -6.586, 9.592], [-16.132, -6.328, 7.787], [-20.315, -9.690, 8.893], [-19.925, -11.214, 8.146], [-20.072, -9.808, 7.121], [-17.698, -11.937, 8.511]]}